The following is a DFT calculation (ωB97M-V with the def2-TZVPD basis set) of an isolated molecule of C5H6OS2.

Each line ends with the Löwdin charge.
Atoms and positions in Å:
S1 -0.895 1.117 -0.788  0.945
S2 1.269 -0.862 -0.512  0.911
O1 -0.290 0.674 1.596  -0.197
C1 0.828 1.325 1.165  -0.346
C2 0.940 0.917 -0.303  -0.702
C3 -0.389 -1.158 -0.051  -0.632
C4 -0.838 -2.505 -0.439  -0.012
C5 -1.101 0.033 0.552  -0.582
H1 -2.092 -0.198 0.885  0.129
H2 0.473 2.419 1.349  0.149
H3 -1.851 -2.772 -0.244  0.016
H4 1.622 1.104 1.848  0.118
H5 1.684 1.720 -0.610  0.117
H6 -0.150 -3.406 -0.734  0.085

Summary:
Energy relative to the best compared isomer or geometry (same formula, charge and spin)   291.2 kJ/mol
SMILES   C=C1S[C@@H]2CO[C@H]1S2
LUMO energy   0.52 eV
Frontier orbital gap   8.726 eV

---

The following is a DFT calculation (ωB97M-V with the def2-TZVPD basis set) of an isolated molecule of C2H3N3O3.

Each line ends with the Löwdin charge.
Atoms and positions in Å:
O1 0.908 -0.295 1.445  0.042
O2 0.055 -0.125 -0.415  0.155
O3 -0.643 -2.561 -0.677  -0.056
N1 0.122 -2.266 0.492  0.091
N2 -0.208 2.245 -0.715  0.158
N3 0.635 1.103 1.259  0.200
C1 0.299 -1.049 0.529  -0.460
C2 0.126 1.107 0.114  -0.414
H1 -1.190 2.497 -0.598  0.106
H2 -0.613 -3.552 -0.637  0.115
H3 0.508 2.895 -0.796  0.062

Summary:
Energy relative to the best compared isomer or geometry (same formula, charge and spin)   265.8 kJ/mol
SMILES   Nc1no/c(=N/O)o1
LUMO energy   0.58 eV
Frontier orbital gap   9.821 eV

---

The following is a DFT calculation (ωB97M-V with the def2-TZVPD basis set) of a structure of composition CrH48O24.

Each line ends with the Löwdin charge.
Atoms and positions in Å:
Cr1 0.327 0.196 0.118  1.222
O1 -5.350 -0.646 0.878  -0.015
O2 0.814 -1.818 0.552  -0.057
O3 -0.185 -4.076 1.720  -0.009
O4 -0.555 -0.822 -1.531  -0.063
O5 2.341 0.207 1.162  -0.056
O6 3.965 -0.095 -2.397  -0.020
O7 0.994 2.000 -3.992  -0.015
O8 -0.111 -3.511 -2.052  -0.010
O9 3.329 -2.467 -0.279  -0.010
O10 -3.199 -0.655 2.984  -0.011
O11 -0.062 0.619 2.080  -0.065
O12 1.470 0.827 -1.559  -0.052
O13 -3.539 -2.381 -1.130  -0.019
O14 -1.876 -0.948 0.792  -0.061
O15 1.022 2.602 0.373  -0.076
O16 -0.360 3.377 2.515  -0.008
O17 -0.112 -1.442 3.690  -0.014
O18 -2.401 -0.111 -3.484  -0.023
O19 -1.221 1.442 -0.368  -0.063
O20 5.087 0.894 0.653  -0.015
O21 -1.311 4.066 -0.609  -0.003
O22 2.789 -1.505 3.122  -0.005
O23 2.492 4.282 -1.131  -0.016
O24 -4.152 0.909 -1.275  -0.027
H1 4.700 0.298 -2.868  0.074
H2 0.361 -1.410 4.522  0.084
H3 -3.037 -0.382 3.887  0.087
H4 -1.270 2.388 -0.229  0.027
H5 1.273 1.045 -2.470  0.033
H6 3.613 -0.748 -3.002  0.065
H7 -0.561 -1.779 -1.555  0.028
H8 1.415 3.333 -0.104  0.012
H9 -4.453 -0.593 1.209  -0.010
H10 -2.695 -0.642 -4.224  0.073
H11 2.420 0.917 -1.490  0.053
H12 5.729 1.601 0.725  0.070
H13 -3.917 -1.284 3.048  0.081
H14 2.583 -0.353 1.899  0.013
H15 -3.024 0.615 -3.446  0.051
H16 -2.234 -0.725 1.651  -0.017
H17 -4.329 -2.192 -1.635  0.062
H18 0.457 3.017 1.025  -0.008
H19 3.369 4.637 -1.279  0.073
H20 -4.915 1.406 -0.981  0.068
H21 -0.666 -3.453 2.265  0.026
H22 -0.883 -1.978 3.874  0.061
H23 -2.630 -1.259 0.291  0.015
H24 -1.130 -0.560 -2.249  0.037
H25 -1.210 3.236 2.931  0.084
H26 3.176 0.452 0.763  0.034
H27 -1.964 1.245 -0.938  0.061
H28 1.758 1.715 -4.493  0.065
H29 -5.615 -1.550 1.047  0.062
H30 -0.057 -4.839 2.282  0.080
H31 0.168 3.809 3.188  0.090
H32 2.052 4.369 -1.976  0.057
H33 -3.034 -2.975 -1.687  0.052
H34 1.684 -2.100 0.268  0.023
H35 3.129 -3.175 -0.891  0.066
H36 4.170 -2.122 -0.577  0.064
H37 0.792 -3.594 -2.358  0.061
H38 0.397 1.313 2.551  0.084
H39 -0.355 0.017 2.764  0.033
H40 -0.586 -4.199 -2.517  0.074
H41 3.428 -1.501 3.835  0.087
H42 0.327 2.182 -4.654  0.073
H43 -1.073 4.369 -1.486  0.076
H44 -1.312 4.858 -0.073  0.082
H45 5.039 0.708 -0.285  0.018
H46 -4.382 -0.005 -1.109  0.001
H47 2.713 -2.427 2.874  0.071
H48 0.384 -2.622 0.843  0.032

Summary:
Energy relative to the best compared isomer or geometry (same formula, charge and spin)   0.6 kJ/mol
Net charge   +3
⟨S²⟩   3.763
Spin multiplicity   4
LUMO energy (alpha / beta)   -10.07 / -8.44 eV
Frontier orbital gap (alpha / beta)   8.399 / 10.036 eV

---

The following is a DFT calculation (ωB97M-V with the def2-TZVPD basis set) of a cluster of 2 separate species, C6H15N2O in total.

Each line ends with the Löwdin charge.
Atoms and positions in Å:
O1 0.527 0.181 -0.668  0.077
N1 2.747 -0.165 -0.514  0.024
N2 -1.720 -0.647 0.597  0.118
C1 1.538 -0.062 -0.009  -0.254
C2 -1.381 0.520 0.115  -0.516
C3 -1.876 0.943 -1.222  -0.044
C4 -2.284 -1.734 -0.170  0.009
C5 -0.994 1.590 1.074  -0.039
C6 3.936 -0.504 0.228  -0.044
H1 -0.311 2.297 0.617  0.089
H2 -0.551 1.195 1.985  0.079
H3 -2.931 1.211 -1.137  0.094
H4 -2.345 -2.619 0.456  0.105
H5 3.664 -0.827 1.232  0.094
H6 -1.782 0.149 -1.958  0.077
H7 -1.483 -0.857 1.558  0.172
H8 -1.328 1.810 -1.573  0.094
H9 4.603 0.360 0.303  0.100
H10 4.467 -1.312 -0.274  0.099
H11 2.858 -0.008 -1.509  0.169
H12 -1.662 -1.955 -1.040  0.117
H13 -1.893 2.144 1.346  0.093
H14 -3.287 -1.477 -0.514  0.125
H15 1.487 -0.233 1.078  0.163

Summary:
Energy relative to the best compared isomer or geometry (same formula, charge and spin)   0.0 kJ/mol
Net charge   +1
⟨S²⟩   2.009
Spin multiplicity   3
LUMO energy (alpha / beta)   -2.63 / -7.86 eV
Frontier orbital gap (alpha / beta)   6.406 / 6.496 eV

---

The following is a DFT calculation (ωB97M-V with the def2-TZVPD basis set) of a cluster of 2 separate species, C2H5NO4 in total.

Each line ends with the Löwdin charge.
Atoms and positions in Å:
O1 -2.255 1.809 0.945  0.127
O2 -0.321 2.769 -0.412  0.069
O3 3.038 -3.390 0.620  -0.037
O4 -2.855 -0.272 0.318  0.103
N1 -0.743 0.562 -0.468  0.146
C1 -2.110 0.695 0.234  -0.475
C2 -0.003 1.705 -0.788  -0.323
H1 3.377 -3.807 1.407  0.028
H2 3.672 -3.838 0.095  0.010
H3 0.813 1.634 -1.390  0.103
H4 -2.105 2.498 0.278  0.105
H5 -0.508 -0.365 -0.841  0.145

Summary:
Energy relative to the best compared isomer or geometry (same formula, charge and spin)   198.9 kJ/mol
SMILES   O=CNC(=O)O.O
LUMO energy   0.57 eV
Frontier orbital gap   11.434 eV

---

The following is a DFT calculation (ωB97M-V with the def2-TZVPD basis set) of a cluster of 2 separate species, C4H8O in total.

Each line ends with the Löwdin charge.
Atoms and positions in Å:
O1 2.017 1.174 -0.671  -0.070
C1 -0.129 -0.640 0.971  -0.169
C2 0.360 -0.814 -0.447  -0.127
C3 -1.322 0.146 0.345  -0.169
C4 -0.651 -0.124 -0.985  -0.120
H1 0.498 -0.069 1.669  0.100
H2 1.070 1.113 -0.876  0.002
H3 -0.941 0.083 -2.012  0.103
H4 1.217 -1.343 -0.850  0.108
H5 -2.288 -0.354 0.456  0.100
H6 2.046 1.199 0.291  0.034
H7 -1.422 1.188 0.670  0.102
H8 -0.401 -1.585 1.448  0.103

Summary:
Energy relative to the best compared isomer or geometry (same formula, charge and spin)   187.0 kJ/mol
SMILES   C1=CCC1.O
LUMO energy   1.02 eV
Frontier orbital gap   10.510 eV

---

The following is a DFT calculation (ωB97M-V with the def2-TZVPD basis set) of a cluster of 15 separate species, C3H37N2O15 in total.

Each line ends with the Löwdin charge.
Atoms and positions in Å:
O1 1.252 -3.341 -0.647  -0.069
O2 3.167 -0.074 2.876  0.004
O3 0.087 0.131 2.658  -0.090
O4 -1.817 2.600 2.218  0.002
O5 -1.864 -3.921 1.235  -0.013
O6 -2.715 -0.399 -2.106  -0.101
O7 0.589 -0.885 -4.181  -0.063
O8 -1.783 1.548 -3.745  -0.106
O9 -3.210 1.305 -0.095  -0.080
O10 0.389 4.901 1.585  0.009
O11 -0.347 -1.041 -0.297  -0.016
O12 1.380 -3.046 2.984  0.022
O13 2.462 -2.051 -3.054  -0.112
O14 -1.459 -1.925 3.030  0.028
O15 2.580 0.453 -0.376  0.042
N1 0.302 0.750 -1.991  0.103
N2 1.542 1.787 1.149  0.198
C1 0.998 1.866 -1.321  -0.185
C2 -0.088 3.004 -0.960  0.001
C3 1.697 1.229 -0.041  -0.499
H1 -0.220 -1.327 -4.395  0.044
H2 -1.660 -2.241 3.939  0.124
H3 1.142 -1.678 -4.289  0.030
H4 -0.463 1.003 -2.659  0.077
H5 -3.578 1.053 0.782  0.073
H6 -3.472 0.185 -1.804  0.064
H7 1.649 -3.897 2.983  -0.010
H8 1.242 4.561 1.480  0.006
H9 -0.561 -1.293 0.620  0.052
H10 -2.226 -3.138 0.894  0.006
H11 -1.115 2.296 1.782  -0.097
H12 -2.169 2.020 2.921  0.081
H13 -3.157 -1.264 -1.987  0.074
H14 0.118 -1.796 -0.570  -0.012
H15 -1.173 -2.645 2.696  -0.105
H16 -2.918 2.230 -0.267  0.060
H17 1.476 -2.928 0.220  0.058
H18 -0.548 -0.650 2.571  0.002
H19 1.785 2.213 -2.047  0.169
H20 2.081 1.395 1.926  0.090
H21 0.944 -0.286 2.817  0.004
H22 1.216 -2.765 3.876  0.054
H23 3.838 0.448 2.420  0.072
H24 0.409 3.862 -0.604  0.050
H25 3.437 -2.144 -3.260  0.094
H26 2.190 -3.000 -2.733  0.093
H27 -2.498 0.802 -3.497  0.096
H28 -0.007 4.557 2.341  0.004
H29 -0.799 3.291 -1.713  0.072
H30 0.774 2.364 1.460  0.070
H31 -1.906 -4.606 0.568  0.060
H32 1.974 -3.996 -0.752  0.075
H33 -2.222 2.340 -3.386  0.050
H34 -0.655 2.753 -0.098  0.028
H35 3.366 -0.903 2.617  -0.018
H36 0.993 -0.080 -2.474  0.211
H37 -0.453 0.371 -1.300  0.126

Summary:
Energy relative to the best compared isomer or geometry (same formula, charge and spin)   161.2 kJ/mol
Net charge   +1
LUMO energy   -2.61 eV
Frontier orbital gap   9.745 eV

---

The following is a DFT calculation (ωB97M-V with the def2-TZVPD basis set) of an isolated molecule of C3H8ClO2P.

Each line ends with the Löwdin charge.
Atoms and positions in Å:
Cl1 -1.236 0.242 3.232  0.171
P1 -1.745 0.499 1.240  0.500
O1 -0.535 -0.456 0.418  -0.437
O2 -2.940 -0.517 1.092  -0.359
C1 1.198 -1.015 -1.029  -0.032
C2 0.760 0.153 0.007  -0.445
C3 0.554 1.419 -0.690  -0.109
H1 1.292 -0.729 -2.080  0.069
H2 1.439 1.610 -1.276  0.075
H3 0.458 2.224 0.194  0.125
H4 1.431 0.048 0.795  0.107
H5 0.418 -1.820 -0.961  0.086
H6 -2.916 -1.519 1.164  0.116
H7 2.120 -1.455 -0.745  0.045
H8 -0.297 1.318 -1.357  0.087

Summary:
Energy relative to the best compared isomer or geometry (same formula, charge and spin)   0.9 kJ/mol
SMILES   CC(C)OP(O)Cl
LUMO energy   0.78 eV
Frontier orbital gap   10.301 eV